# 1
Molecular formula: C5H10N3
Method: DFT, ωB97M-V/def2-TZVPD

CARTESIAN COORDINATES (ANGSTROEM)
N (-2.29, -1.17, -0.39)
C (-1.40, -1.23, -1.53)
C (-0.34, -0.17, -1.44)
C (0.35, 0.10, -0.11)
C (1.18, 1.23, -0.20)
N (1.71, 1.45, 1.00)
C (1.20, 0.51, 1.91)
N (0.36, -0.31, 1.20)
H (-3.12, -0.65, -0.57)
H (-2.43, -2.09, -0.09)
H (-1.01, -2.33, -1.70)
H (-2.05, -1.31, -2.53)
H (-0.92, 0.81, -1.82)
H (0.39, -0.52, -2.25)
H (1.19, 1.90, -1.08)
H (2.53, 1.96, 1.07)
H (1.42, 0.70, 3.01)
H (-0.40, -0.94, 1.58)

Computed properties:
Net charge: +1
Lowest unoccupied orbital energy, eV: -3.5
Orbital gap, eV: 9.576
F_max, eV/Å: 4.405
HOMO level, Eh: -0.481
E_tot, eV: -9809.56641
Relative energy (zero: lowest compared OMol25 entry of this formula, charge and spin), kJ/mol: 210.5
SMILES string: NCCc1c[nH]c[nH+]1

Atomic partial charges in e from the Mulliken method, atoms 1 to 6: number 1, N, carries -0.498; number 2, C, carries -0.752; number 3, C, carries -0.412; number 4, C, carries 0.342; number 5, C, carries -0.353; number 6, N, carries -0.042


# 2
Molecular formula: C5H10N3
Method: DFT, ωB97M-V/def2-TZVPD

CARTESIAN COORDINATES (ANGSTROEM)
C (0.73, 1.08, -0.34)
C (-1.53, 0.08, 0.15)
C (-0.78, -0.98, -0.67)
C (-0.02, 0.00, 0.34)
C (0.48, -0.53, 1.59)
N (-1.48, -0.52, -2.82)
N (1.80, 1.57, 0.26)
N (-0.58, -0.85, -2.08)
H (-2.09, 0.84, -0.40)
H (-2.22, -0.20, 0.92)
H (-0.87, -2.03, -0.46)
H (0.01, -0.02, 2.49)
H (1.58, -0.69, 1.62)
H (-0.13, -1.58, 1.56)
H (1.89, 1.14, 1.19)
H (2.55, 2.19, 0.00)
H (0.39, -1.13, -2.26)
H (0.26, 1.62, -1.10)

Computed properties:
Net charge: +1
Lowest unoccupied orbital energy, eV: -5.4
Orbital gap, eV: 6.596
F_max, eV/Å: 4.069
HOMO level, Eh: -0.441
E_tot, eV: -9805.93173
Relative energy (zero: lowest compared OMol25 entry of this formula, charge and spin), kJ/mol: 561.2

Atomic partial charges in e from the Mulliken method, atoms 1 to 6: number 1, C, carries -0.223; number 2, C, carries -0.905; number 3, C, carries -0.195; number 4, C, carries 1.142; number 5, C, carries -1.584; number 6, N, carries -0.625


# 3
Molecular formula: C5H10N3OS
Method: DFT, ωB97M-V/def2-TZVPD

CARTESIAN COORDINATES (ANGSTROEM)
C (-2.25, 0.92, -0.12)
C (-0.76, 0.57, 0.06)
O (-0.48, 0.21, 1.37)
C (-0.22, -0.56, -0.89)
C (0.91, -1.38, -0.20)
N (0.95, -2.63, 0.11)
N (1.78, -0.61, 0.34)
S (2.52, 0.77, -0.38)
C (1.19, 2.07, -0.15)
N (-0.04, 1.92, -0.12)
H (-2.45, 1.90, 0.28)
H (-2.38, 0.99, -1.26)
H (-2.86, 0.19, 0.39)
H (-0.62, 0.84, 2.12)
H (-0.96, -1.33, -1.07)
H (-0.04, -0.07, -1.87)
H (1.81, -3.00, 0.40)
H (0.13, -3.20, -0.11)
H (2.22, -0.66, 1.23)
H (1.55, 3.06, -0.12)

Computed properties:
Net charge: +1
Lowest unoccupied orbital energy, eV: -4.1
Orbital gap, eV: 9.144
F_max, eV/Å: 4.406
HOMO level, Eh: -0.486
E_tot, eV: -22691.98860
Relative energy (zero: lowest compared OMol25 entry of this formula, charge and spin), kJ/mol: 83.7
SMILES string: C[C@@]1(O)CC(=[NH2+])NSC=N1

Atomic partial charges in e from the Mulliken method, atoms 1 to 6: number 1, C, carries -1.412; number 2, C, carries 1.124; number 3, O, carries -0.576; number 4, C, carries -1.206; number 5, C, carries 0.773; number 6, N, carries -0.343


# 4
Molecular formula: C5H10N3S
Method: DFT, ωB97M-V/def2-TZVPD

CARTESIAN COORDINATES (ANGSTROEM)
C (1.69, -0.44, -0.63)
N (0.49, 0.34, -0.03)
C (0.92, 0.93, 1.24)
C (-0.68, -0.45, 0.11)
C (-1.83, 0.47, -0.99)
N (-3.05, -0.03, -1.09)
N (-1.14, 1.35, -1.57)
C (0.13, 1.52, -1.21)
S (1.21, 2.66, -1.63)
H (1.80, -1.42, -0.18)
H (1.51, -0.24, -1.62)
H (2.60, 0.17, -0.49)
H (1.29, 0.29, 1.92)
H (1.73, 1.73, 0.99)
H (-0.02, 1.20, 1.65)
H (-1.16, -0.36, 1.00)
H (-0.85, -1.48, -0.35)
H (-3.26, -1.00, -0.90)
H (-3.84, 0.54, -1.34)

Computed properties:
Net charge: +1
Lowest unoccupied orbital energy, eV: -4.7
Orbital gap, eV: 8.531
F_max, eV/Å: 6.022
HOMO level, Eh: -0.485
E_tot, eV: -20643.40383
Relative energy (zero: lowest compared OMol25 entry of this formula, charge and spin), kJ/mol: 237.5
SMILES string: C[N+]1(C)CC(N)=NC1=S

Atomic partial charges in e from the Mulliken method, atoms 1 to 6: number 1, C, carries -1.074; number 2, N, carries 0.031; number 3, C, carries -0.904; number 4, C, carries -0.905; number 5, C, carries 0.555; number 6, N, carries -0.319


# 5
Molecular formula: C5H10N4
Method: DFT, ωB97M-V/def2-TZVPD

CARTESIAN COORDINATES (ANGSTROEM)
C (-2.16, -1.26, -0.56)
C (-1.03, -0.35, 0.04)
C (0.32, -0.96, 0.45)
C (1.28, 1.09, -0.26)
C (-1.62, 0.69, 0.86)
H (-1.63, -2.07, -1.29)
H (-2.41, -1.89, 0.31)
H (-2.90, -0.66, -0.97)
H (0.42, -0.90, 1.56)
H (0.22, -1.95, 0.20)
H (2.91, -1.28, -0.88)
H (2.48, -1.58, 1.11)
H (2.33, 1.52, -0.19)
H (-0.93, 0.99, 1.75)
H (-2.72, 0.70, 1.19)
N (1.33, -0.32, -0.28)
N (2.55, -0.72, 0.13)
N (0.22, 1.73, -0.22)
N (-1.04, 1.00, -0.48)

Computed properties:
Lowest unoccupied orbital energy, eV: 0.6
Orbital gap, eV: 9.120
F_max, eV/Å: 7.370
HOMO level, Eh: -0.314
E_tot, eV: -11301.48055
Relative energy (zero: lowest compared OMol25 entry of this formula, charge and spin), kJ/mol: 617.3

Atomic partial charges in e from the Mulliken method, atoms 1 to 6: number 1, C, carries -1.502; number 2, C, carries 1.615; number 3, C, carries -1.483; number 4, C, carries 0.125; number 5, C, carries -0.793; number 6, H, carries 0.254


# 6
Molecular formula: C5H10N4
Method: DFT, ωB97M-V/def2-TZVPD

CARTESIAN COORDINATES (ANGSTROEM)
C (-1.17, 1.29, -0.18)
C (1.20, 1.20, -0.14)
C (0.00, 0.39, -0.73)
C (-0.10, -1.15, 1.38)
C (0.04, -1.03, -0.18)
N (-0.60, 1.98, 0.80)
N (0.60, 2.05, 0.76)
N (-2.42, 1.18, -0.38)
N (2.48, 1.22, -0.45)
H (0.08, 0.37, -1.80)
H (0.87, -1.05, 1.97)
H (-0.25, -2.33, 1.54)
H (-0.68, -0.26, 1.75)
H (-0.86, -1.56, -0.58)
H (1.01, -1.40, -0.40)
H (-3.06, 0.56, -1.02)
H (-2.90, 1.97, -0.08)
H (2.97, 0.52, -1.00)
H (2.95, 1.97, 0.11)

Computed properties:
Net charge: +2
Lowest unoccupied orbital energy (alpha / beta), eV: -12.2 / -12.2
Orbital gap (alpha / beta), eV: 7.109 / 7.110
F_max, eV/Å: 7.046
HOMO level (alpha / beta), Eh: -0.710 / -0.710
E_tot, eV: -11285.35386
Relative energy (zero: lowest compared OMol25 entry of this formula, charge and spin), kJ/mol: 413.9

Atomic partial charges in e from the Mulliken method, atoms 1 to 6: number 1, C, carries -0.023; number 2, C, carries 0.109; number 3, C, carries 0.256; number 4, C, carries -1.078; number 5, C, carries -0.474; number 6, N, carries -0.106


Which value of relative energy (zero: lowest compared OMol25 entry of this formula, charge and spin) does entry 4 give? 237.5 kJ/mol


E_tot of number 6 (C5H10N4)? -11285.35386 eV


E_tot of number 5 (C5H10N4)? -11301.48055 eV


Which value of F_max does entry 5 give? 7.370 eV/Å